# 1
14
Properties=species:S:1:pos:R:3 method="wB97M-V/def2-TZVPD" smiles="O=CO.NCN" max_force_ev_per_a=1.44 e_tot_ha=-340.9886 gap_ev=9.831
N 0.942 -0.754 -0.475
C 1.766 0.415 -0.212
N 2.604 0.425 0.983
H 1.550 -1.548 -0.689
H 0.486 -0.988 0.402
H 2.365 0.679 -1.088
H 1.041 1.236 -0.097
H 2.153 0.874 1.759
H 2.922 -0.505 1.172
O -1.981 -1.037 0.335
C -1.905 -0.204 -0.516
O -1.974 1.123 -0.298
H -1.693 -0.434 -1.560
H -2.319 1.248 0.595

=====

# 2
16
Properties=species:S:1:pos:R:3 method="wB97M-V/def2-TZVPD" max_force_ev_per_a=10.08 e_tot_ha=-417.1160 gap_ev=10.730
C -2.651 -0.647 0.002
C -0.541 0.362 0.005
C 1.708 1.355 0.166
C 1.694 -0.931 -0.220
H -2.944 -1.702 -0.124
H -3.015 -0.075 0.899
H -2.899 -0.043 -1.007
H -0.556 -1.672 0.245
H 2.837 1.206 -0.183
H 2.022 1.571 1.473
H 1.330 2.385 -0.381
H 2.794 -0.547 -0.633
N -1.032 -0.857 0.211
N 0.955 0.177 -0.050
O -1.076 1.499 -0.316
O 1.374 -2.080 -0.089

=====

# 3
25
Properties=species:S:1:pos:R:3 method="wB97M-V/def2-TZVPD" total_charge=-1 max_force_ev_per_a=3.48 e_tot_ha=-3185.4628 gap_ev=9.448
Br -0.034 -0.042 0.325
O -2.573 0.688 -0.499
H -2.564 1.522 -0.028
H -1.691 0.336 -0.380
O -2.103 -1.893 0.709
H -2.926 -1.468 0.469
H -1.434 -1.224 0.558
O 0.486 0.585 -2.247
H 0.338 0.828 -1.333
H -0.236 0.993 -2.724
O 2.590 0.197 -0.388
H 3.040 0.821 -0.957
H 1.701 0.544 -0.306
O -1.204 2.519 0.521
H -0.931 2.971 1.319
H -0.598 1.782 0.444
O 1.682 1.491 1.590
H 1.055 0.903 1.169
H 2.280 0.908 2.058
O 1.185 -2.267 1.317
H 2.089 -2.544 1.168
H 1.064 -1.518 0.734
O -0.506 -2.420 -1.143
H -0.348 -1.918 -1.942
H -0.362 -1.793 -0.433

=====

# 4
20
Properties=species:S:1:pos:R:3 method="wB97M-V/def2-TZVPD" smiles=C[C@@]12CC[N@@+]3(C)[C@@H]1[C@@H]23 total_charge=+1 max_force_ev_per_a=3.89 e_tot_ha=-328.2978 gap_ev=11.817
C 0.731 1.411 -0.064
C -0.809 1.334 0.043
C -0.041 -0.825 0.657
C 0.192 -0.990 -0.767
C 1.108 -0.063 -0.086
C 2.501 -0.635 0.112
C -2.355 -0.749 -0.037
N -1.096 -0.095 -0.016
H 1.200 2.116 -0.767
H 0.993 1.724 0.867
H -1.265 1.807 0.956
H -1.421 1.962 -0.714
H 0.078 -1.487 1.482
H -0.284 -1.652 -1.456
H 3.129 -0.537 -0.731
H 2.424 -1.646 0.294
H 2.905 -0.047 0.861
H -2.120 -1.790 0.022
H -2.958 -0.569 0.862
H -2.840 -0.612 -0.956